No. 1
80
Properties=species:S:1:pos:R:3:forces:R:3:mulliken_charge:R:1 method="wB97M-V/def2-TZVPD" e_homo_ev=-1.8 total_charge=-2 lumo_ev=3.71 de_lowest_kj_mol=118.1
Sr -0.274615 1.607114 -0.407744 2.3 -1.3 -1.0 2.164
C -2.962753 -0.632907 -1.460429 0.0 -0.1 0.0 -1.410
N -1.820432 -1.532082 -1.523853 -0.1 0.1 0.0 1.167
C -2.194479 -2.844999 -1.045996 0.1 0.0 0.0 -1.377
C -1.229865 -1.572317 -2.867724 0.1 0.0 0.0 -1.500
C 0.111826 -0.860511 -2.964442 0.2 0.0 0.1 -0.119
N 0.026259 0.575446 -2.751323 -0.1 0.0 -0.4 0.145
C 0.696242 1.420767 -3.520850 0.0 0.0 0.0 0.088
C 0.630281 2.819614 -3.203649 0.1 -0.1 -0.1 -0.237
F -0.151148 3.176280 -2.133128 0.1 0.7 -0.9 -0.311
C 1.315805 3.810201 -3.844159 -0.1 0.0 0.0 0.157
F 1.187638 5.081922 -3.404821 0.0 0.0 0.0 -0.359
C 2.128341 3.554118 -4.938262 0.0 0.0 0.0 -0.790
C 2.199526 2.224268 -5.308485 0.0 0.0 0.0 0.198
F 2.975075 1.895869 -6.373851 0.0 0.0 0.0 -0.366
C 1.530988 1.206338 -4.668267 0.0 0.1 0.0 0.502
F 1.728768 -0.038715 -5.186341 0.0 0.0 0.0 -0.368
H -3.827097 -1.031907 -2.021784 0.0 0.0 0.0 0.397
H -2.701607 0.337382 -1.876088 0.0 0.0 0.0 0.344
H -3.270512 -0.490067 -0.423880 0.0 0.0 0.0 0.232
H -2.576683 -2.769265 -0.025201 0.0 0.0 0.0 0.271
H -1.323394 -3.503775 -1.039289 0.0 0.0 0.0 0.350
H -2.978491 -3.316754 -1.668151 0.0 0.0 0.0 0.355
H -1.932918 -1.157119 -3.603340 0.0 0.0 0.0 0.337
H -1.045990 -2.616469 -3.143817 -0.1 0.0 0.0 0.501
H 0.554155 -1.143827 -3.917850 0.0 0.0 0.0 0.522
H 0.758644 -1.283721 -2.183644 0.1 -0.1 -0.1 -0.161
H 2.684315 4.327616 -5.442367 0.0 0.0 0.0 0.468
S 2.584176 2.448071 -0.019248 0.3 -0.1 0.0 -0.464
C 1.741722 3.772120 0.686384 -0.1 0.1 0.2 0.321
C 2.396063 4.968610 1.076043 0.0 -0.1 0.0 -0.920
C 1.682715 5.984270 1.659357 -0.1 0.0 0.0 0.017
C 0.306287 5.837325 1.863424 0.1 0.0 0.0 -0.918
C -0.271910 4.658980 1.443272 0.0 0.0 0.0 -0.472
N 0.405785 3.659298 0.876190 0.2 0.6 0.3 0.162
H 3.459408 5.044792 0.895356 0.0 0.0 0.0 0.381
H 2.180492 6.900797 1.958621 0.0 0.0 0.0 0.346
H -0.289384 6.615898 2.319967 0.0 0.0 0.0 0.389
H -1.339678 4.493453 1.551041 0.0 0.0 0.0 0.423
O -4.522050 2.252373 0.215389 0.0 0.0 0.0 -0.821
C -3.357991 1.972336 0.505847 -0.3 0.1 0.0 -0.280
O -2.323959 2.249350 -0.171774 -2.0 0.6 0.5 -0.981
C -3.142954 1.221323 1.829538 0.1 0.0 -0.1 0.814
C -4.232635 1.189112 2.667475 -0.1 0.0 0.1 -0.376
C -4.196689 0.568093 3.914179 0.2 0.0 -0.2 -0.732
C -3.029129 -0.047677 4.333938 0.0 -0.1 0.2 0.002
C -1.945276 -0.022317 3.505301 -0.3 0.3 -0.1 -0.492
C -1.902536 0.574768 2.193189 -0.1 -0.1 0.1 -0.308
O -0.876705 0.473798 1.450373 -0.7 -0.9 1.8 -0.035
N -0.764523 -0.728178 3.981405 0.5 -0.2 -0.3 1.097
O 0.171129 -0.108009 4.439962 -0.3 -0.2 -0.1 -0.589
O -0.765066 -1.955590 3.837426 0.2 0.3 0.1 -0.755
N -5.346204 0.554281 4.772556 -0.1 0.0 0.1 1.013
O -6.382023 1.067520 4.377255 0.0 0.0 0.0 -0.652
O -5.244628 0.025949 5.877680 0.0 0.0 0.0 -0.689
H -5.138792 1.666819 2.323270 0.0 0.0 0.0 0.674
H -2.989491 -0.542114 5.295004 0.0 0.0 0.0 0.542
C 2.237059 -3.345736 2.594546 0.1 0.0 0.1 -0.980
N 1.459275 -2.277645 1.933734 0.0 0.1 0.2 0.844
C 2.246636 -1.019500 1.856168 0.3 0.3 -0.1 -0.547
C 0.873499 -2.763813 0.622007 -0.1 -0.1 -0.2 0.314
C 1.914534 -3.321019 -0.309620 0.1 -0.2 0.0 0.353
C 1.982809 -4.713291 -0.454997 -0.1 0.0 0.0 -0.204
C 2.932307 -5.270541 -1.295025 0.0 -0.1 0.0 -0.694
C 3.806279 -4.423321 -1.969849 0.1 0.1 -0.1 -0.346
C 3.718304 -3.044017 -1.798289 -0.1 -0.2 0.1 -1.048
C 2.765172 -2.419147 -0.969948 0.1 0.3 0.1 -0.050
H 2.565462 -2.990903 3.569641 0.0 0.0 0.0 0.340
H 3.091961 -3.591041 1.970275 0.0 0.0 0.0 0.390
H 1.609210 -4.226671 2.713042 0.0 0.0 0.0 0.369
H 0.673924 -2.062039 2.553427 -0.1 -0.2 -0.1 -0.313
H 3.120616 -1.171612 1.229435 -0.1 -0.1 -0.1 0.404
H 2.513709 -0.731763 2.873301 0.0 -0.1 0.0 0.321
H 1.645171 -0.225566 1.427348 -0.1 -0.1 -0.1 0.006
H 0.342733 -1.917776 0.183837 0.0 0.0 0.1 -0.853
H 0.152180 -3.536160 0.904812 -0.1 0.1 0.1 0.473
H 1.288708 -5.368741 0.073265 0.0 0.0 0.0 0.272
H 2.989514 -6.346083 -1.425264 0.0 0.0 0.0 0.367
H 4.549251 -4.851463 -2.639539 0.0 0.0 0.0 0.334
H 4.417678 -2.420096 -2.351986 0.0 0.0 0.0 0.351

---

No. 2
18
Properties=species:S:1:pos:R:3:forces:R:3:mulliken_charge:R:1 method="wB97M-V/def2-TZVPD" smiles="N/C=N/CCCN" e_homo_ev=-7.6 total_charge=0 lumo_ev=0.80 de_lowest_kj_mol=401.4
N 3.028152 0.890222 -0.242395 -0.1 0.2 2.9 -0.423
C 1.910167 0.810396 0.596648 -2.0 0.4 -4.9 -0.246
N 0.739976 0.504194 0.005919 1.2 -2.1 2.0 -0.469
C 0.165830 -0.970361 -0.036588 0.8 1.6 1.2 -0.469
C -1.169265 -1.216958 -0.704647 2.5 3.6 -3.0 -0.553
C -2.131112 -0.066469 -0.495635 -1.7 -2.2 -0.6 -0.499
N -2.347093 0.074012 0.935215 -1.4 0.7 0.7 -0.642
H 2.815375 0.286877 -1.037858 1.1 0.5 -0.1 0.289
H 3.963672 1.244247 0.157654 -2.0 -1.2 -1.4 0.263
H 2.002769 1.370021 1.499034 0.2 0.1 1.2 0.364
H 0.843324 -1.481532 -0.674115 1.1 -1.0 0.2 0.377
H 0.115825 -1.336933 0.992644 0.4 -0.1 -0.1 0.336
H -1.543374 -2.203012 -0.537569 -0.4 -0.4 0.4 0.320
H -0.831973 -1.092799 -1.799055 -1.0 -0.7 1.0 0.236
H -2.993596 -0.498147 -1.121456 0.1 1.1 1.6 0.341
H -1.950833 0.891704 -0.942800 1.0 0.2 -0.6 0.295
H -3.306774 0.414680 1.078201 0.6 -0.1 0.2 0.220
H -1.715383 0.786244 1.335477 -0.4 -0.6 -0.5 0.259

---

Taking the records one at a time from the top gives HOMO-LUMO gap values of 5.48; 8.35 eV.
Taking the records one at a time from the top gives electronic energy values of -2882.8054; -323.1537 Ha.